1.
Molecular formula: C20H55ClN5O5Ti
Method: DFT, ωB97M-V/def2-TZVPD

The value obtained for the maximum force is 1.12 eV/A. The spin multiplicity is 4. Its calculated total energy is -74955.263 eV. The calculation puts the HOMO-LUMO gap (alpha / beta) at 5.1 / 9.0 eV. The energy above the lowest of the compared OMol25 structures with the same formula, charge and spin is 0.00 kJ/mol.

CARTESIAN COORDINATES (ANGSTROEM)
Ti -1.69 0.94 1.51
Cl 0.40 -0.27 0.16
C -2.99 4.61 2.17
C -3.66 3.47 1.43
C -3.15 3.27 0.03
O -1.78 2.88 0.10
C -1.20 2.77 -1.20
N -3.51 2.17 2.18
H -1.96 4.39 2.43
H -3.52 4.90 3.08
H -3.04 5.51 1.56
H -4.74 3.67 1.39
H -3.20 4.18 -0.58
H -3.75 2.50 -0.47
H -1.11 3.75 -1.69
H -1.80 2.11 -1.84
H -0.23 2.30 -1.08
H -4.16 1.49 1.78
H -3.94 2.30 3.09
C 4.32 1.23 -1.98
C 3.12 1.24 -2.92
C 2.75 -0.16 -3.36
O 3.89 -0.83 -3.83
C 3.59 -2.14 -4.22
N 1.93 1.84 -2.30
H 5.20 0.82 -2.46
H 4.06 0.63 -1.10
H 4.56 2.24 -1.64
H 3.37 1.84 -3.80
H 2.03 -0.04 -4.19
H 2.28 -0.72 -2.54
H 2.77 -2.16 -4.94
H 3.33 -2.77 -3.35
H 4.48 -2.58 -4.67
H 2.21 2.54 -1.62
H 1.41 1.13 -1.79
C 0.09 3.43 4.11
C 0.51 2.70 2.84
C 1.84 3.17 2.29
O 1.94 4.52 1.91
C 1.04 4.90 0.89
N 0.53 1.24 3.05
H 0.16 4.51 3.96
H 0.75 3.20 4.94
H -0.94 3.16 4.36
H -0.24 2.92 2.06
H 2.17 2.50 1.48
H 2.63 3.05 3.05
H 1.26 5.92 0.60
H -0.01 4.83 1.21
H 1.15 4.27 0.00
H 1.44 1.03 3.46
H 0.61 0.82 2.12
C 2.23 -4.30 2.98
C 2.64 -4.09 1.53
C 1.63 -4.67 0.55
O 1.58 -6.08 0.74
C 0.43 -6.66 0.21
N 2.88 -2.66 1.32
H 1.45 -3.61 3.30
H 3.08 -4.10 3.63
H 1.92 -5.33 3.19
H 3.57 -4.65 1.37
H 1.98 -4.46 -0.47
H 0.63 -4.24 0.70
H 0.54 -7.74 0.28
H 0.24 -6.34 -0.82
H -0.46 -6.38 0.80
H 1.97 -2.20 1.20
H 3.29 -2.52 0.40
C -3.41 -0.25 -2.83
C -3.50 -1.13 -1.60
C -2.93 -2.50 -1.85
O -3.23 -3.30 -0.73
C -2.66 -4.58 -0.81
N -2.84 -0.47 -0.46
H -2.40 -0.20 -3.24
H -3.71 0.77 -2.58
H -4.12 -0.57 -3.60
H -4.56 -1.26 -1.35
H -1.84 -2.44 -1.98
H -3.40 -2.91 -2.76
H -2.72 -5.05 0.18
H -1.61 -4.53 -1.12
H -3.23 -5.21 -1.50
H -1.83 -0.41 -0.66
H -2.85 -1.14 0.32

Atom charges from the Mulliken analysis, given in e for atoms 1 to 5: 0.155, -0.714, -1.400, 0.204, -0.741

---

2.
Molecular formula: C24H32BrGeLiN4
Method: DFT, ωB97M-V/def2-TZVPD

Its charge is +2. The value obtained for the maximum force is 5.75 eV/A. Its calculated total energy is -158112.081 eV. The calculation puts the HOMO-LUMO gap (alpha / beta) at 2.7 / 2.7 eV. The energy above the lowest of the compared OMol25 structures with the same formula, charge and spin is 401.15 kJ/mol.

CARTESIAN COORDINATES (ANGSTROEM)
Li 9.44 12.71 9.36
C 6.31 9.85 8.23
C 7.05 11.00 8.56
N 8.38 11.02 8.79
C 9.02 9.84 8.71
C 8.38 8.62 8.40
C 7.00 8.66 8.09
C 9.08 7.34 8.35
C 10.21 7.03 9.03
C 10.59 7.51 10.33
C 9.66 8.08 11.23
C 10.19 8.56 12.43
N 11.48 8.45 12.72
C 12.27 7.85 11.83
N 11.87 7.32 10.72
H 5.24 9.95 8.06
H 6.54 11.95 8.66
H 10.09 9.82 8.94
H 6.51 7.74 7.81
H 8.67 6.63 7.63
H 10.99 6.40 8.62
H 8.59 8.14 11.02
H 9.57 9.08 13.15
H 13.32 7.80 12.08
Br 7.81 16.07 4.98
C 7.76 15.82 6.85
C 7.09 16.72 7.70
C 7.11 16.50 9.06
C 7.78 15.37 9.53
N 8.34 14.44 8.75
C 8.35 14.69 7.44
H 6.56 17.56 7.25
H 6.66 17.16 9.80
H 7.79 15.16 10.59
H 8.81 13.94 6.80
C 15.68 11.90 5.34
C 14.29 11.75 5.97
C 13.37 12.97 5.72
C 12.05 13.12 6.52
Ge 11.94 12.58 8.51
C 13.10 14.12 9.19
C 12.49 15.51 9.48
C 12.37 16.33 8.18
C 11.79 17.74 8.32
H 16.32 11.02 5.50
H 16.17 12.79 5.74
H 15.64 12.00 4.23
H 14.36 11.54 7.06
H 13.81 10.84 5.58
H 13.14 13.02 4.65
H 13.97 13.88 5.88
H 11.23 12.55 6.02
H 11.77 14.18 6.49
H 12.93 11.44 8.79
H 13.86 14.22 8.39
H 13.59 13.70 10.09
H 13.12 16.05 10.17
H 11.52 15.46 10.01
H 11.76 15.79 7.43
H 13.36 16.40 7.69
H 10.76 17.71 8.73
H 11.74 18.31 7.38
H 12.39 18.31 9.02

Atom charges from the natural (NBO) analysis, given in e for atoms 1 to 5: 0.912, -0.219, 0.050, -0.594, 0.059

---

3.
Molecular formula: C7H6N2
Method: DFT, ωB97M-V/def2-TZVPD

Its SMILES is c1cnc2[nH]ccc2c1. The value obtained for the maximum force is 7.40 eV/A. Its calculated total energy is -10334.479 eV. The calculation puts the HOMO-LUMO gap at 8.8 eV. The energy above the lowest of the compared OMol25 structures with the same formula, charge and spin is 172.59 kJ/mol.

CARTESIAN COORDINATES (ANGSTROEM)
C -2.33 -0.12 0.11
C -1.57 1.09 0.12
C -0.22 0.58 -0.08
C 1.03 1.33 -0.16
C 2.05 0.50 0.04
C 1.99 -1.01 0.05
C -0.27 -0.89 -0.19
H -3.39 -0.28 -0.16
H -1.79 2.21 0.20
H 1.20 2.30 -0.16
H 3.12 0.81 -0.05
H 2.84 -1.60 0.52
H -1.86 -2.06 -0.17
N 0.80 -1.66 -0.01
N -1.60 -1.20 -0.06

Atom charges from the natural (NBO) analysis, given in e for atoms 1 to 5: -0.009, -0.325, -0.083, -0.187, -0.245

---

4.
Molecular formula: C6H11O
Method: DFT, ωB97M-V/def2-TZVPD

Its charge is -1. The value obtained for the maximum force is 5.23 eV/A. Its calculated total energy is -8442.618 eV. The calculation puts the HOMO-LUMO gap at 6.3 eV. The energy above the lowest of the compared OMol25 structures with the same formula, charge and spin is 410.36 kJ/mol.

CARTESIAN COORDINATES (ANGSTROEM)
C -2.02 -0.23 0.92
O -3.30 -0.69 0.54
C -1.07 -0.64 -0.24
C 0.43 -0.06 0.12
C 1.43 -0.42 -1.09
C 2.57 1.72 -0.26
C 2.16 0.36 -0.09
H -1.62 -0.66 1.93
H -1.94 0.88 1.07
H -1.16 -1.77 -0.25
H -1.19 -0.31 -1.28
H 0.14 0.97 0.16
H 0.56 -0.63 1.09
H 1.33 -1.50 -1.15
H 1.29 0.06 -2.08
H 2.51 2.37 0.57
H 2.89 2.02 -1.20
H 2.53 -0.34 0.66

Atom charges from the natural (NBO) analysis, given in e for atoms 1 to 5: -0.039, -0.953, -0.354, -0.462, -0.404

---

5.
Molecular formula: C6H13NO2
Method: DFT, ωB97M-V/def2-TZVPD

Its SMILES is CC(=O)[C@H](O)C[C@@H](C)N. The value obtained for the maximum force is 4.03 eV/A. Its calculated total energy is -12016.986 eV. The calculation puts the HOMO-LUMO gap at 8.8 eV. The energy above the lowest of the compared OMol25 structures with the same formula, charge and spin is 167.81 kJ/mol.

CARTESIAN COORDINATES (ANGSTROEM)
C 0.56 -0.94 0.04
C -0.71 1.01 -0.98
C -0.82 -0.42 -0.44
C 1.54 -1.78 2.26
C -1.67 1.27 -2.13
C 0.92 -0.64 1.50
N -0.94 1.96 0.08
O 1.57 -0.26 -0.72
O 0.57 0.39 2.05
H 0.42 1.02 -1.32
H 0.62 -2.03 -0.13
H 2.40 -0.48 -0.14
H -0.73 2.90 -0.21
H -0.39 1.72 0.91
H -1.53 -0.45 0.39
H -1.15 -1.07 -1.25
H 1.87 -1.44 3.24
H 0.80 -2.56 2.40
H 2.38 -2.20 1.71
H -1.58 2.30 -2.48
H -2.69 1.12 -1.80
H -1.46 0.59 -2.96

Atom charges from the natural (NBO) analysis, given in e for atoms 1 to 5: 0.002, -0.063, -0.428, -0.724, -0.605

---

6.
Molecular formula: C5H10O
Method: DFT, ωB97M-V/def2-TZVPD

Its SMILES is C[C@@H]1C[C@H]1CO. The value obtained for the maximum force is 1.31 eV/A. Its calculated total energy is -7390.735 eV. The calculation puts the HOMO-LUMO gap at 9.7 eV. The energy above the lowest of the compared OMol25 structures with the same formula, charge and spin is 388.83 kJ/mol.

CARTESIAN COORDINATES (ANGSTROEM)
C 1.98 0.64 0.17
C 0.67 0.06 -0.33
C -0.28 -0.68 0.52
C -1.43 -1.08 -0.46
O -1.76 0.07 -1.21
C -0.68 0.72 0.76
H 2.66 -0.14 0.55
H 1.79 1.33 0.98
H 2.51 1.18 -0.62
H 0.81 -0.39 -1.33
H -0.90 0.53 -1.31
H 0.01 -1.38 1.30
H -2.31 -1.40 0.10
H -1.14 -1.86 -1.18
H -1.77 0.89 0.83
H -0.14 1.51 1.24

Atom charges from the natural (NBO) analysis, given in e for atoms 1 to 5: -0.634, -0.228, -0.326, -0.063, -0.736

---

7.
Molecular formula: C2H2N4O2
Method: DFT, ωB97M-V/def2-TZVPD

Its SMILES is O=C/N=c1\nno[nH]1. The value obtained for the maximum force is 6.06 eV/A. Its calculated total energy is -12155.967 eV. The calculation puts the HOMO-LUMO gap at 9.1 eV. The energy above the lowest of the compared OMol25 structures with the same formula, charge and spin is 654.19 kJ/mol.

CARTESIAN COORDINATES (ANGSTROEM)
C 0.42 -1.22 -1.69
C -0.04 0.32 0.03
H 0.29 -1.37 -2.87
H -2.05 1.09 0.91
N -0.32 -0.01 -1.12
N 1.05 0.51 0.71
N 0.89 0.96 1.86
N -1.03 0.55 1.10
O 1.20 -1.98 -1.04
O -0.39 1.15 2.12

Atom charges from the natural (NBO) analysis, given in e for atoms 1 to 5: 0.516, 0.535, 0.154, 0.425, -0.594

---

8.
Molecular formula: C6H13P
Method: DFT, ωB97M-V/def2-TZVPD

Its SMILES is C=C1C[C@H]1C.CP. The value obtained for the maximum force is 4.02 eV/A. Its calculated total energy is -15717.857 eV. The calculation puts the HOMO-LUMO gap at 10.5 eV. The energy above the lowest of the compared OMol25 structures with the same formula, charge and spin is 302.39 kJ/mol.

CARTESIAN COORDINATES (ANGSTROEM)
C 0.81 -0.07 0.51
C 2.32 -0.29 0.43
C 1.39 -1.06 -0.40
C 3.08 -0.73 1.66
C 1.31 -2.11 -1.12
C -2.64 -0.46 -0.69
P -2.39 1.25 -0.16
H 0.39 -0.59 1.31
H 0.36 0.88 0.32
H 2.76 0.40 -0.22
H 3.97 -0.16 1.70
H 3.30 -1.83 1.63
H 2.48 -0.60 2.52
H 2.31 -2.63 -1.34
H 0.47 -2.78 -1.22
H -3.63 1.53 0.18
H -1.77 -0.69 -1.23
H -3.53 -0.86 -1.22
H -2.47 -1.17 0.20
H -2.70 1.66 -1.49

Atom charges from the natural (NBO) analysis, given in e for atoms 1 to 5: -0.458, -0.260, 0.040, -0.607, -0.418

---

9.
Molecular formula: C6H14NO
Method: DFT, ωB97M-V/def2-TZVPD

Its charge is +1. Its SMILES is COC(C[NH3+])=C(C)C. The value obtained for the maximum force is 3.29 eV/A. Its calculated total energy is -9979.098 eV. The calculation puts the HOMO-LUMO gap at 9.6 eV. The energy above the lowest of the compared OMol25 structures with the same formula, charge and spin is 110.66 kJ/mol.

CARTESIAN COORDINATES (ANGSTROEM)
C -0.26 1.13 -0.36
C 0.08 -0.12 -0.10
C -1.54 1.47 -1.06
C 0.63 2.28 0.00
C -1.69 -1.54 0.57
C 1.53 -0.56 0.61
N 1.77 -1.91 0.05
O -0.64 -1.27 -0.37
H -2.15 2.11 -0.42
H -1.30 2.05 -1.96
H -2.10 0.59 -1.34
H 0.09 3.22 -0.11
H 1.50 2.31 -0.65
H 0.97 2.21 1.03
H -2.25 -2.38 0.16
H -2.35 -0.68 0.67
H -1.28 -1.80 1.55
H 1.40 -0.60 1.69
H 2.31 0.15 0.34
H 0.77 -2.19 -0.24
H 2.17 -2.58 0.71
H 2.35 -1.88 -0.79

Atom charges from the natural (NBO) analysis, given in e for atoms 1 to 5: 0.016, 0.242, -0.646, -0.650, -0.251

---

10.
Molecular formula: C30H57Cl2FN3O19S3
Method: DFT, ωB97M-V/def2-TZVPD

Its charge is +1. The value obtained for the maximum force is 5.79 eV/A. Its calculated total energy is -135655.389 eV. The calculation puts the HOMO-LUMO gap at 8.2 eV.

CARTESIAN COORDINATES (ANGSTROEM)
C -4.82 0.76 2.21
C -3.40 0.01 2.36
C -3.27 -1.29 1.38
C -1.67 -1.64 1.25
O -1.51 -2.17 -0.07
C -0.39 -3.12 -0.23
C -1.03 -4.45 0.42
C -2.64 -4.58 0.40
C -3.19 -6.10 0.45
N -2.32 -7.09 1.14
O 0.61 -2.63 0.66
C 1.95 -2.49 0.25
F 2.70 -2.83 1.46
C 2.29 -0.90 0.17
C 1.43 0.05 1.11
C 2.19 1.48 1.32
C 1.64 2.62 0.31
O 2.64 2.82 -0.75
C 2.47 -3.34 -1.01
C 3.97 -2.92 -1.51
O 4.28 -1.59 -1.88
C 5.16 -1.48 -3.02
C 2.97 -4.81 -0.47
C 1.98 -5.82 0.18
O 1.43 -6.83 -0.33
Cl 1.63 -5.70 2.00
N 1.45 -3.44 -2.16
C 1.68 -4.68 -3.03
N 1.85 -2.45 -3.06
C 0.00 -3.19 -1.80
Cl -1.07 -4.62 -2.45
C -0.78 -2.06 -2.69
C -0.57 -0.53 -2.39
O -0.66 0.25 -3.64
C 0.39 1.25 -3.63
C 1.94 0.94 -3.81
O 0.05 2.45 -3.51
H -4.71 1.76 2.77
H -5.69 0.22 2.71
H -5.06 1.06 1.12
H -2.60 0.80 2.17
H -3.35 -0.33 3.47
H -3.70 -1.05 0.35
H -3.85 -2.12 1.90
H -1.18 -0.64 1.48
H -1.47 -2.34 2.13
H -0.76 -4.38 1.54
H -0.64 -5.45 0.08
H -3.02 -4.08 1.37
H -3.14 -4.09 -0.52
H -4.18 -6.05 1.06
H -3.51 -6.45 -0.60
H -1.66 -7.42 0.40
H -1.72 -6.68 1.86
H 2.27 -0.47 -0.89
H 3.39 -0.77 0.51
H 1.09 -0.42 2.10
H 0.48 0.34 0.51
H 3.28 1.31 1.04
H 2.07 1.80 2.40
H 1.39 3.61 0.84
H 0.67 2.32 -0.24
H 2.71 1.98 -1.26
H 4.34 -3.60 -2.38
H 4.75 -3.14 -0.68
H 4.76 -1.99 -3.96
H 5.29 -0.36 -3.30
H 6.22 -1.84 -2.73
H 3.79 -4.70 0.34
H 3.58 -5.38 -1.28
H 1.15 -4.65 -4.04
H 2.80 -4.75 -3.32
H 1.45 -5.67 -2.54
H 1.93 -1.51 -2.70
H 1.59 -2.56 -4.03
H -0.63 -2.24 -3.82
H -1.92 -2.24 -2.56
H 0.38 -0.19 -1.87
H -1.45 -0.14 -1.75
H 2.17 0.12 -4.60
H 2.39 0.53 -2.82
H 2.56 1.87 -4.07
C 6.25 4.74 -4.78
C 5.43 5.29 -3.63
O 4.80 4.15 -3.04
S 5.78 2.87 -3.20
O 6.51 2.70 -1.98
O 5.03 1.80 -3.81
O 6.78 3.50 -4.31
H 5.62 4.53 -5.65
H 7.06 5.41 -5.08
H 4.68 6.01 -3.96
H 6.07 5.75 -2.87
C -4.20 4.04 5.65
C -4.51 3.66 7.09
O -5.00 2.32 7.03
S -4.27 1.55 5.80
O -3.18 0.78 6.33
O -5.28 0.97 4.96
O -3.66 2.85 5.06
H -5.11 4.30 5.12
H -3.49 4.86 5.59
H -5.24 4.32 7.55
H -3.60 3.65 7.70
C -3.62 7.08 1.23
C -4.71 8.12 1.39
O -5.60 7.58 2.36
S -4.75 6.69 3.41
O -4.48 7.49 4.57
O -5.36 5.39 3.49
O -3.39 6.57 2.54
H -3.95 6.25 0.59
H -2.70 7.51 0.82
H -5.24 8.32 0.45
H -4.31 9.06 1.78

Atom charges from the Mulliken analysis, given in e for atoms 1 to 5: -0.878, -0.164, -0.503, 0.428, -0.267

---

11.
Molecular formula: C10H19BF5N9OTeV
Method: DFT, ωB97M-V/def2-TZVPD

Its charge is +1. The value obtained for the maximum force is 0.56 eV/A. The spin multiplicity is 3. Its calculated total energy is -73379.596 eV. The calculation puts the HOMO-LUMO gap (alpha / beta) at 7.6 / 7.2 eV. The energy above the lowest of the compared OMol25 structures with the same formula, charge and spin is 43.49 kJ/mol.

CARTESIAN COORDINATES (ANGSTROEM)
V 0.07 0.09 -0.35
C 2.08 4.09 0.72
N 0.63 4.00 0.88
C -0.17 5.22 0.94
C 0.05 2.79 0.85
N 0.71 1.66 0.79
N -1.33 2.78 0.89
C -2.11 1.64 0.92
N -3.42 1.86 1.12
N -1.58 0.47 0.79
H 2.37 5.13 0.76
H 2.38 3.68 -0.24
H 2.59 3.56 1.53
H 0.50 6.07 1.01
H -0.81 5.23 1.82
H -0.77 5.35 0.03
H 1.72 1.78 0.77
H -1.80 3.63 0.65
H -3.78 2.79 1.22
H -4.07 1.16 0.79
H -2.25 -0.28 0.92
B 2.58 -1.39 1.15
N 2.93 -0.82 -0.25
C 4.06 -0.84 -0.95
C 3.88 -0.10 -2.12
C 2.58 0.36 -2.05
N 2.02 -0.08 -0.91
N 1.31 -2.27 0.95
C 1.09 -3.54 1.26
C -0.22 -3.87 0.93
C -0.76 -2.71 0.42
N 0.18 -1.74 0.43
H 3.48 -2.06 1.56
H 2.27 -0.47 1.87
H 4.92 -1.38 -0.59
H 4.60 0.07 -2.90
H 2.01 0.95 -2.76
H 1.87 -4.14 1.69
H -0.71 -4.83 1.05
H -1.73 -2.52 -0.01
F -3.03 0.67 -1.56
Te -1.63 1.14 -2.80
F -0.09 1.17 -3.96
F -0.23 1.92 -1.50
F -2.43 -0.09 -4.00
F -2.36 2.97 -2.44
O -0.74 -0.34 -1.80

Atom charges from the natural (NBO) analysis, given in e for atoms 1 to 5: 1.511, -0.423, -0.373, -0.430, 0.705